Entry 1:
Here is a single C4H7ClOS molecule at a distorted geometry from the OMol25 dataset. Energies are from the ωB97M-V functional and the def2-TZVPD basis.

Geometry as XYZ:
```
14
Properties=species:S:1:pos:R:3:lowdin_charge:R:1
C -0.59 -1.85 -2.33 -0.06
C 0.38 -1.75 -1.45 -0.93
C 0.31 0.87 1.67 -0.15
C 0.36 0.31 0.26 -0.39
O 1.12 -2.09 1.10 -0.53
S 0.01 -1.51 0.35 0.88
Cl 2.05 -1.88 -1.81 0.68
H -0.42 -1.99 -3.38 0.06
H -1.62 -1.78 -2.00 0.06
H -0.69 0.80 2.08 0.07
H 0.99 0.31 2.31 0.07
H 0.61 1.92 1.68 0.08
H 1.35 0.44 -0.17 0.08
H -0.39 0.75 -0.38 0.09
```

Its spin multiplicity is 1. The calculation puts the HOMO energy at -9.3 eV. The molar mass is 138.62 g mol⁻¹. The orbital gap is 0.3694 Eh. The LUMO energy is 0.73 eV. The relative energy (zero: lowest compared OMol25 entry of this formula, charge and spin) is 1.429 eV. The value obtained for the electronic energy is -1090.1734 hartree.


Entry 2:
Here is C7H13N as an isolated structure at a distorted geometry from the OMol25 dataset. Energies are from the ωB97M-V functional and the def2-TZVPD basis.

Geometry as XYZ:
```
21
Properties=species:S:1:pos:R:3:lowdin_charge:R:1
C -0.88 0.98 -1.03 -0.19
C 0.98 -0.59 2.15 -0.06
C 0.39 1.81 -1.16 -0.14
C 0.38 -0.79 0.78 -0.33
C -0.90 -0.30 0.51 -0.16
N 0.57 -1.34 -1.51 0.04
C 1.12 -1.29 -0.28 -0.18
C -2.13 -0.55 0.91 0.03
H -0.20 -0.46 -1.57 0.09
H 1.23 -1.41 -2.27 0.08
H 2.18 -1.49 -0.16 0.12
H -1.63 1.56 -0.50 0.07
H -1.39 0.79 -1.98 0.09
H 1.00 0.46 2.43 0.07
H 2.00 -0.97 2.18 0.07
H 0.40 -1.12 2.91 0.07
H -2.98 0.02 0.57 0.06
H -2.33 -1.37 1.59 0.07
H 1.04 1.43 -1.94 0.06
H 0.99 1.76 -0.25 0.07
H 0.17 2.87 -1.35 0.07
```

Its spin multiplicity is 1. The calculation puts the HOMO energy at -7.5 eV. The molar mass is 111.19 g mol⁻¹. The orbital gap is 0.3136 Eh. The LUMO energy is 1.03 eV. The relative energy (zero: lowest compared OMol25 entry of this formula, charge and spin) is 3.387 eV. The value obtained for the electronic energy is -329.1470 hartree.


Entry 3:
Here is a 2-piece molecular cluster, C4H13N overall at a distorted geometry from the OMol25 dataset. Energies are from the ωB97M-V functional and the def2-TZVPD basis.

Geometry as XYZ:
```
18
Properties=species:S:1:pos:R:3:lowdin_charge:R:1
C -3.30 -0.56 1.09 -0.13
C -4.66 -0.55 0.37 -0.35
N -4.51 -0.94 -1.04 -0.02
H -2.41 -0.43 0.49 0.06
H -3.19 -1.51 1.63 0.06
H -3.29 0.15 1.93 0.06
H -5.17 0.41 0.44 0.09
H -5.32 -1.11 1.05 0.10
H -5.05 -0.24 -1.55 0.05
H -5.05 -1.77 -1.28 0.06
C 4.82 1.45 -0.38 -0.18
C 5.64 0.17 -0.42 -0.18
H 5.04 2.04 0.51 0.06
H 5.13 2.18 -1.15 0.06
H 3.77 1.28 -0.54 0.06
H 6.58 0.20 0.15 0.06
H 5.82 -0.15 -1.44 0.06
H 5.14 -0.62 0.14 0.06
```

Its spin multiplicity is 1. The calculation puts the HOMO energy at -9.7 eV. The molar mass is 75.15 g mol⁻¹. The orbital gap is 0.3997 Eh. The LUMO energy is 1.17 eV. The relative energy (zero: lowest compared OMol25 entry of this formula, charge and spin) is 0.469 eV. The SMILES is CCN.CC. The value obtained for the electronic energy is -214.9160 hartree.


Entry 4:
Here is a 2-piece molecular cluster, C28H29BF6O2S3 overall at a distorted geometry from the OMol25 dataset. Energies are from the ωB97M-V functional and the def2-TZVPD basis.

Geometry as XYZ:
```
69
Properties=species:S:1:pos:R:3:lowdin_charge:R:1
C 2.75 -0.03 -7.03 -0.14
C 1.85 -0.01 -5.86 -0.61
C 0.54 -0.46 -5.75 -0.15
C 0.03 -0.45 -4.41 -0.12
C 0.97 0.04 -3.53 -0.38
B 0.90 0.13 -1.95 -0.99
C 1.26 -1.39 -1.45 -0.04
C 2.57 -1.73 -1.16 0.06
C 2.81 -2.95 -0.52 -0.11
C 4.19 -3.35 -0.09 -0.52
F 4.45 -4.67 -0.40 0.11
F 5.17 -2.60 -0.67 0.12
F 4.34 -3.23 1.27 0.10
C 1.78 -3.82 -0.22 0.03
C 0.49 -3.49 -0.61 -0.11
C -0.64 -4.43 -0.28 -0.52
F -1.55 -3.83 0.57 0.09
F -1.34 -4.78 -1.41 0.12
F -0.22 -5.58 0.32 0.11
C 0.22 -2.29 -1.27 0.05
O 1.93 1.04 -1.54 -0.04
C 1.70 2.01 -0.54 -0.14
C 0.24 2.58 -0.51 -0.49
C 0.01 3.08 0.90 -0.10
C 0.14 3.64 -1.59 -0.03
C -0.84 1.48 -0.78 -0.14
O -0.46 0.49 -1.71 0.01
S 2.39 0.61 -4.33 1.08
H 2.22 -0.37 -7.93 0.07
H 3.17 0.97 -7.22 0.07
H 3.59 -0.72 -6.86 0.07
H -0.02 -0.83 -6.61 0.09
H -0.95 -0.82 -4.11 0.11
H 3.39 -1.08 -1.44 0.13
H 1.97 -4.75 0.32 0.13
H -0.78 -2.07 -1.64 0.13
H 1.97 1.55 0.42 0.12
H 2.41 2.84 -0.72 0.13
H -1.00 3.49 1.05 0.07
H 0.09 2.24 1.59 0.03
H 0.75 3.83 1.21 0.10
H -0.88 4.05 -1.64 0.08
H 0.85 4.45 -1.41 0.09
H 0.38 3.17 -2.55 0.11
H -1.12 0.96 0.15 0.11
H -1.75 1.96 -1.18 0.13
C -5.77 -0.43 2.30 -0.04
C -4.76 -1.39 2.55 -0.04
C -3.43 -0.99 2.66 -0.06
C -3.10 0.39 2.71 -0.32
C -1.80 0.77 3.30 -0.70
S -1.53 2.41 3.72 1.04
C 0.16 2.61 4.39 -0.41
C 0.54 1.60 5.45 -0.28
C 0.45 0.15 5.02 -0.42
S -1.07 -0.47 4.24 1.07
C -4.07 1.32 2.30 -0.03
C -5.42 0.93 2.19 -0.05
H -6.80 -0.76 2.13 0.12
H -5.03 -2.45 2.65 0.12
H -2.63 -1.74 2.69 0.10
H 0.88 2.65 3.56 0.09
H 0.16 3.60 4.87 0.10
H 1.59 1.78 5.75 0.13
H -0.11 1.74 6.32 0.12
H 1.26 -0.13 4.34 0.10
H 0.53 -0.48 5.92 0.09
H -3.79 2.35 2.05 0.11
H -6.21 1.67 2.01 0.12
```

Its spin multiplicity is 1. The calculation puts the HOMO energy at -6.2 eV. The molar mass is 618.54 g mol⁻¹. The orbital gap is 0.1030 Eh. The LUMO energy is -3.42 eV. The relative energy (zero: lowest compared OMol25 entry of this formula, charge and spin) is 0.527 eV. The value obtained for the electronic energy is -3053.4327 hartree.


Entry 5:
Here is C36H61BIrN6O8S2Si4 as an isolated structure at a distorted geometry from the OMol25 dataset. Energies are from the ωB97M-V functional and the def2-TZVPD basis.

Geometry as XYZ:
```
119
Properties=species:S:1:pos:R:3:lowdin_charge:R:1
Ir 1.31 -0.66 -0.81 1.02
C 2.12 2.52 5.53 -0.24
Si 1.73 2.16 3.72 0.41
C 2.85 3.20 2.65 -0.20
C 0.04 2.96 3.52 -0.22
Si 2.18 -0.12 3.30 0.51
Si 4.22 -0.76 4.32 0.42
C 3.88 -0.68 6.19 -0.24
C 5.55 0.56 4.12 -0.21
C 4.85 -2.52 4.15 -0.21
Si 0.69 -1.94 3.63 0.41
C -0.99 -2.21 2.84 -0.24
C 0.31 -1.80 5.48 -0.23
C 1.51 -3.63 3.43 -0.21
H 1.92 3.58 5.76 0.03
H 3.17 2.31 5.77 0.01
H 1.50 1.90 6.19 0.03
H 2.67 4.26 2.80 0.03
H 2.66 2.96 1.59 0.04
H 3.91 2.99 2.84 0.03
H 0.16 4.04 3.67 0.03
H -0.69 2.59 4.25 0.03
H -0.36 2.80 2.51 0.01
H 3.42 0.28 6.50 0.00
H 4.82 -0.80 6.74 0.03
H 3.20 -1.48 6.52 0.00
H 5.43 1.35 4.87 0.02
H 5.50 1.00 3.12 0.02
H 6.55 0.13 4.23 0.03
H 4.65 -3.10 5.05 0.03
H 5.93 -2.52 3.96 0.03
H 4.38 -3.02 3.30 0.01
H -1.76 -1.55 3.26 0.01
H -1.30 -3.25 3.02 0.03
H -0.96 -2.03 1.76 -0.03
H -0.15 -0.83 5.73 0.03
H 1.21 -1.90 6.09 0.00
H -0.39 -2.59 5.78 0.03
H 1.98 -3.70 2.44 0.01
H 0.76 -4.42 3.53 0.02
H 2.30 -3.80 4.17 0.02
S -0.53 0.18 0.76 0.60
C -2.26 0.02 0.66 -0.78
N -2.91 0.16 1.88 0.00
C -4.31 0.10 1.98 -0.13
C -5.02 -0.11 0.83 -0.14
C -4.33 -0.25 -0.37 -0.17
N -2.93 -0.18 -0.43 0.03
H -2.33 0.32 2.68 0.09
H -4.74 0.20 2.97 0.09
H -6.09 -0.19 0.86 0.09
H -4.84 -0.40 -1.30 0.07
O -1.61 -6.65 1.40 -0.03
C -0.41 -7.19 0.88 -0.24
N 0.28 -6.11 0.23 0.10
C 1.01 -6.30 -0.88 -0.44
O 1.18 -7.39 -1.39 0.06
C 1.65 -5.06 -1.46 -0.11
C 2.76 -5.19 -2.25 0.00
C 3.36 -4.05 -2.75 -0.02
C 2.77 -2.82 -2.49 -0.14
N 1.65 -2.70 -1.81 -0.07
C 1.12 -3.80 -1.28 -0.08
H -2.24 -7.36 1.56 0.08
H -0.59 -7.96 0.14 0.12
H 0.19 -7.61 1.68 0.13
H 0.27 -5.21 0.70 0.13
H 3.15 -6.19 -2.45 0.12
H 4.27 -4.10 -3.34 0.11
H 3.21 -1.88 -2.83 0.12
H 0.19 -3.64 -0.73 0.13
C -5.57 5.09 -4.74 -0.06
C -5.40 5.23 -3.22 -0.57
C -5.79 6.66 -2.83 -0.08
C -6.37 4.27 -2.51 -0.05
C -3.97 4.89 -2.81 -0.18
C -3.17 5.75 -2.07 -0.04
C -1.88 5.41 -1.65 0.01
C -1.41 4.17 -1.98 -0.20
O -0.21 3.58 -1.68 0.19
B -0.26 2.29 -2.23 -0.71
O -1.49 2.13 -2.95 0.17
C -2.19 3.30 -2.74 -0.18
C -3.45 3.62 -3.16 0.06
H -6.59 5.36 -5.04 0.08
H -5.38 4.07 -5.07 0.07
H -4.87 5.75 -5.26 0.09
H -6.83 6.84 -3.12 0.08
H -5.16 7.40 -3.34 0.09
H -5.71 6.81 -1.75 0.08
H -7.41 4.50 -2.77 0.08
H -6.25 4.35 -1.43 0.09
H -6.16 3.23 -2.79 0.08
H -3.55 6.73 -1.80 0.09
H -1.28 6.11 -1.07 0.12
H -4.02 2.89 -3.72 0.12
N 0.68 1.28 -2.11 0.12
C 0.56 0.08 -2.61 -0.36
N 0.54 -0.16 -3.94 -0.09
C 0.68 0.91 -4.93 -0.15
C 1.57 0.45 -6.08 -0.18
C 1.06 -0.85 -6.69 -0.21
C 0.97 -1.92 -5.60 -0.19
C 0.07 -1.44 -4.47 -0.16
H 1.11 1.77 -4.43 0.12
H -0.31 1.19 -5.31 0.13
H 2.59 0.31 -5.71 0.12
H 1.60 1.24 -6.84 0.11
H 1.71 -1.18 -7.50 0.10
H 0.06 -0.69 -7.11 0.11
H 1.97 -2.12 -5.20 0.10
H 0.58 -2.86 -6.00 0.11
H 0.03 -2.14 -3.66 0.10
H -0.95 -1.31 -4.86 0.13
O 2.64 -2.04 0.68 -0.42
S 3.49 -0.82 0.73 0.30
O 3.69 -0.24 -0.61 -0.37
O 2.62 0.21 1.59 -0.56
O 4.73 -1.00 1.46 -0.33
```

Its spin multiplicity is 5. Its total charge is -1. The calculation puts the HOMO energy (spin up / spin down) at -2.7 / -4.7 eV. The molar mass is 1085.42 g mol⁻¹. The orbital gap (spin up / spin down) is 0.1811 / 0.2514 Eh. The LUMO energy (spin up / spin down) is 2.19 / 2.18 eV. The relative energy (zero: lowest compared OMol25 entry of this formula, charge and spin) is 2.431 eV. The value obtained for the electronic energy is -4422.5935 hartree.